Run 1
The following is a quantum chemistry calculation of a single C6H8 molecule, from the Open Molecules 2025 dataset.

Last columns: bonded neighbours and bond lengths (Å).
Geometry (Å):
1 C 1.72925 -1.24592 -0.73568  C2 1.218, H7 1.060
2 C 1.68240 -0.63474 0.31702  C1 1.218, C3 1.425
3 C 0.99178 0.21571 1.22760  C2 1.425, C4 1.810, H8 1.107, H9 1.104
4 C -0.29071 0.66195 0.03133  C3 1.810, C5 1.452, C6 1.470, H10 1.097
5 C -1.73136 0.78003 0.16363  C4 1.452, C6 1.896, H11 1.110, H12 1.083
6 C -0.69705 -0.36846 -0.93456  C4 1.470, C5 1.896, H13 1.089, H14 1.093
7 H 2.25955 -1.88772 -1.39223  C1 1.060
8 H 0.66998 -0.33936 2.13006  C3 1.107
9 H 1.58363 1.08814 1.55565  C3 1.104
10 H 0.08964 1.53442 -0.51331  C4 1.097
11 H -2.23625 1.76636 0.10673  C5 1.110
12 H -2.33233 0.03521 0.67109  C5 1.083
13 H -1.03759 -1.34970 -0.60576  C6 1.089
14 H -0.68096 -0.25590 -2.02159  C6 1.093

The LUMO energy comes out at 1.14 eV. The net charge is 0. As for the molar mass: 80.13 g mol⁻¹. The SMILES is C#CCC1CC1.


Run 2
The following is a quantum chemistry calculation of a 2-piece molecular cluster, C6H8 overall, from the Open Molecules 2025 dataset.

Last columns: bonded neighbours and bond lengths (Å).
Geometry (Å):
1 C 1.16204 0.51575 -0.47018  C2 1.343, C5 1.483, H7 1.081
2 C 1.29851 -0.34448 0.55189  C1 1.343, C3 1.471, H8 1.086
3 C 0.01256 -1.04783 0.67469  C2 1.471, C4 1.785, C6 1.481, H9 1.094
4 C -1.23185 0.06839 0.04745  C3 1.785, C5 1.519, C6 1.427, H10 1.100
5 C -0.19385 0.31125 -1.03425  C1 1.483, C4 1.519, C6 1.521, H11 1.085
6 C -0.69180 -1.06757 -0.62749  C3 1.481, C4 1.427, C5 1.521, H12 1.074
7 H 1.87294 1.24771 -0.82716  C1 1.081
8 H 2.12761 -0.40480 1.25063  C2 1.086
9 H -0.11284 -1.82698 1.43182  C3 1.094
10 H -2.27810 0.40364 -0.01564  C4 1.100
11 H -0.50165 0.75793 -1.97403  C5 1.085
12 H -1.19490 -1.86045 -1.14827  C6 1.074
13 H -0.48254 1.48774 1.12469  H14 0.755
14 H 0.18691 1.83613 1.10412  H13 0.755

The LUMO energy comes out at 1.21 eV. The net charge is 0. As for the molar mass: 80.13 g mol⁻¹. The SMILES is C1=CC2C3C1C23.[H][H].


It comes down to run 2, which is 9.0 kcal/mol more stable than the next structure.